ORCA calculation (wB97M-V/def2-TZVPD) on 7 unconnected molecules or ions with the total composition C38H83F8N7O4PS2.

Each line ends with the Löwdin spin population.
CARTESIAN COORDINATES (ANGSTROEM)
C (-21.14, 12.45, 9.48)  0.002
C (-19.86, 13.27, 9.11)  0.000
N (-18.63, 12.78, 9.81)  0.049
C (-17.84, 11.75, 9.36)  0.295
C (-16.73, 11.60, 10.19)  0.315
N (-16.85, 12.59, 11.15)  0.018
C (-17.99, 13.33, 10.94)  0.292
C (-15.90, 12.81, 12.23)  -0.005
H (-22.03, 13.07, 9.59)  0.000
H (-21.07, 11.76, 10.33)  0.000
H (-21.46, 11.94, 8.58)  0.001
H (-20.12, 14.30, 9.35)  0.000
H (-19.69, 13.39, 8.04)  -0.001
H (-18.19, 11.14, 8.54)  0.008
H (-15.84, 10.99, 10.19)  0.007
H (-18.27, 14.17, 11.55)  0.008
H (-14.90, 12.75, 11.82)  -0.002
H (-15.96, 11.96, 12.91)  -0.002
H (-16.20, 13.75, 12.70)  0.000
C (-13.85, 8.50, 3.49)  0.000
C (-14.34, 9.89, 3.10)  0.000
C (-15.40, 10.48, 4.20)  0.000
N (-16.01, 11.84, 3.80)  0.000
C (-16.37, 11.90, 2.36)  0.000
C (-15.14, 13.06, 4.05)  0.000
C (-16.12, 14.22, 4.31)  0.000
C (-17.38, 13.64, 4.93)  0.000
C (-17.27, 12.11, 4.68)  0.000
H (-13.67, 8.33, 4.55)  0.000
H (-12.91, 8.21, 3.02)  0.000
H (-14.59, 7.74, 3.24)  0.000
H (-14.87, 9.81, 2.15)  0.000
H (-13.52, 10.58, 2.91)  0.000
H (-15.12, 10.73, 5.23)  0.000
H (-16.27, 9.83, 4.25)  0.000
H (-16.93, 12.79, 2.08)  0.000
H (-17.09, 11.12, 2.16)  0.000
H (-15.50, 11.87, 1.70)  0.000
H (-14.38, 13.38, 3.34)  0.000
H (-14.64, 12.87, 5.00)  0.000
H (-16.35, 14.70, 3.35)  0.000
H (-15.77, 15.09, 4.88)  0.000
H (-18.32, 14.07, 4.57)  0.000
H (-17.49, 13.70, 6.01)  0.000
H (-18.17, 11.60, 4.32)  0.000
H (-17.10, 11.64, 5.65)  0.000
C (-10.52, 1.58, 4.22)  0.000
C (-11.39, 2.82, 4.22)  0.000
C (-12.33, 2.85, 5.42)  0.000
N (-13.58, 3.75, 5.28)  0.000
C (-14.62, 3.13, 4.33)  0.000
C (-13.23, 5.22, 4.88)  0.000
C (-12.83, 5.86, 6.17)  0.000
C (-13.78, 5.33, 7.18)  0.000
C (-14.26, 3.97, 6.65)  0.000
H (-11.19, 0.72, 4.21)  0.000
H (-9.92, 1.60, 5.14)  0.000
H (-9.87, 1.57, 3.34)  0.000
H (-11.90, 3.03, 3.28)  0.000
H (-10.75, 3.71, 4.26)  0.000
H (-11.80, 3.13, 6.33)  0.000
H (-12.69, 1.86, 5.68)  0.000
H (-14.07, 3.00, 3.40)  0.000
H (-15.60, 3.59, 4.23)  0.000
H (-14.85, 2.11, 4.64)  0.000
H (-14.14, 5.69, 4.50)  0.000
H (-12.48, 5.23, 4.09)  0.000
H (-12.70, 6.94, 6.17)  0.000
H (-11.81, 5.51, 6.31)  0.000
H (-14.65, 5.96, 7.37)  0.000
H (-13.32, 5.16, 8.15)  0.000
H (-15.32, 4.13, 6.46)  0.000
H (-14.15, 3.22, 7.43)  0.000
C (-9.20, 8.13, 9.09)  0.000
C (-9.72, 8.25, 10.57)  0.000
C (-10.36, 9.70, 10.78)  0.000
N (-10.97, 9.90, 12.15)  0.000
C (-11.91, 8.83, 12.76)  0.000
C (-9.88, 10.13, 13.25)  0.000
C (-10.51, 11.06, 14.28)  0.000
C (-11.69, 11.76, 13.60)  0.000
C (-11.74, 11.25, 12.21)  0.000
H (-8.72, 7.17, 8.89)  0.000
H (-8.45, 8.82, 8.72)  0.000
H (-9.97, 8.38, 8.36)  0.000
H (-8.91, 8.01, 11.26)  0.000
H (-10.45, 7.47, 10.78)  0.000
H (-11.19, 9.84, 10.09)  0.000
H (-9.69, 10.53, 10.54)  0.000
H (-12.52, 9.28, 13.55)  0.000
H (-11.38, 7.90, 13.00)  0.000
H (-12.54, 8.59, 11.90)  0.000
H (-9.54, 9.20, 13.70)  0.000
H (-9.13, 10.64, 12.64)  0.000
H (-10.90, 10.48, 15.12)  0.000
H (-9.81, 11.81, 14.64)  0.000
H (-12.66, 11.66, 14.07)  0.000
H (-11.48, 12.83, 13.56)  0.000
H (-12.76, 11.09, 11.85)  0.000
H (-11.23, 11.92, 11.51)  0.000
C (-8.90, 10.07, 5.34)  0.000
C (-8.95, 11.55, 5.76)  0.000
C (-8.19, 11.91, 7.06)  0.000
N (-8.35, 13.40, 7.46)  0.000
C (-9.79, 13.84, 7.85)  0.000
C (-7.80, 14.33, 6.38)  0.000
C (-7.26, 15.54, 7.01)  0.000
C (-7.01, 15.17, 8.50)  0.000
C (-7.43, 13.70, 8.66)  0.000
H (-9.24, 9.45, 6.17)  0.000
H (-7.95, 9.62, 5.04)  0.000
H (-9.60, 9.86, 4.53)  0.000
H (-9.96, 11.95, 5.77)  0.000
H (-8.44, 12.13, 4.99)  0.000
H (-7.16, 11.59, 6.96)  0.000
H (-8.54, 11.39, 7.95)  0.000
H (-10.17, 13.18, 8.63)  0.000
H (-10.40, 13.79, 6.94)  0.000
H (-9.63, 14.86, 8.20)  0.000
H (-8.53, 14.46, 5.58)  0.000
H (-6.91, 14.02, 5.82)  0.000
H (-8.02, 16.32, 7.04)  0.000
H (-6.41, 16.06, 6.56)  0.000
H (-7.50, 15.88, 9.17)  0.000
H (-5.94, 15.24, 8.69)  0.000
H (-7.96, 13.61, 9.60)  0.000
H (-6.53, 13.08, 8.62)  0.000
N (-13.59, 10.66, 9.01)  0.003
S (-13.72, 9.40, 8.37)  0.000
O (-12.53, 8.55, 8.35)  0.001
O (-14.66, 9.30, 7.28)  0.000
F (-14.52, 8.66, 9.57)  0.000
S (-12.57, 11.32, 7.88)  0.000
O (-13.21, 11.69, 6.63)  0.000
O (-11.18, 10.88, 7.83)  0.000
F (-12.50, 12.65, 8.74)  0.000
P (-15.94, 8.52, 13.55)  0.000
F (-15.69, 8.99, 12.00)  0.006
F (-16.65, 7.25, 12.89)  0.002
F (-14.52, 7.75, 13.76)  0.001
F (-16.23, 7.97, 15.08)  0.001
F (-15.18, 9.85, 14.11)  0.000
F (-17.40, 9.22, 13.68)  0.000

LUMO (alpha / beta) (eV): -10.894 / -15.057
2S+1: 2
HOMO (alpha / beta) (eV): -17.4 / -17.4
Net charge: +4
Gap between HOMO and LUMO (alpha / beta) (eV): 6.498 / 2.322